# 1
C11H10ClNO2ReS as an isolated structure in a non-equilibrium geometry. Source: the Open Molecules 2025 dataset; level of theory: ωB97M-V/def2-TZVPD.

<S²>   3.767
Spin multiplicity   4
Total charge   +2
Frontier orbital gap (spin up / spin down)   8.90 / 6.30 eV
Energy relative to the best compared isomer or geometry (same formula, charge and spin)   13.6 kcal/mol

Geometry (Å):
Cl  1.8358  -3.5064  -1.0456
C  1.3509  1.1865  -0.2899
C  0.1102  1.6164  -0.8835
C  -0.1868  0.7359  -1.9693
H  -0.4920  2.4614  -0.5558
C  0.8439  -0.2775  -2.0305
C  1.8118  0.0386  -1.0076
H  2.6951  -0.5494  -0.8417
H  1.8348  1.6566  0.5623
H  -1.0248  0.7825  -2.6434
C  0.9692  -1.3185  -3.0703
Re  -0.1033  -0.3982  -0.1676
C  -1.9492  -1.0483  -0.5077
O  -3.0583  -1.3732  -0.6709
C  0.5506  -1.9322  0.9938
O  0.9133  -2.7889  1.6726
H  -0.0092  -1.6206  -3.4459
H  1.4218  -2.2306  -2.6265
H  1.5935  -0.9747  -3.9039
S  -0.3542  1.5767  4.1589
C  -1.8613  1.9044  3.3466
C  -1.9226  1.2305  2.1515
N  -0.8055  0.4004  1.9020
C  0.0910  0.4850  2.8951
H  -2.6095  2.6103  3.7063
H  -2.7183  1.3203  1.3990
H  1.0731  0.0133  2.8719

Atoms 1-3, force components in eV/Å:
Cl 0.169 -0.294 -0.190
C 0.824 0.890 -0.868
C 0.569 0.949 -0.845

=====

# 2
C48H55IN4O8SSm as an isolated structure in a non-equilibrium geometry. Source: the Open Molecules 2025 dataset; level of theory: ωB97M-V/def2-TZVPD.

<S²>   8.758
Spin multiplicity   6
Total charge   -1
Frontier orbital gap (spin up / spin down)   4.69 / 4.73 eV
Energy relative to the best compared isomer or geometry (same formula, charge and spin)   0.0 kcal/mol

Geometry (Å):
Sm  -0.7466  0.3365  -1.2354
C  6.6022  -0.0023  0.5767
C  5.5245  -0.1960  1.6551
C  5.9489  -1.3223  2.6092
C  5.4402  1.1039  2.4597
C  4.2002  -0.5494  0.9894
C  3.0605  0.2137  1.1501
C  1.9034  -0.0640  0.4158
N  0.7692  0.6909  0.4447
C  0.5441  1.6523  1.4075
C  0.7235  1.4528  2.7713
C  0.3381  2.4290  3.6780
C  -0.0729  3.6542  3.1826
C  -0.2136  3.9261  1.8156
C  0.0022  2.8738  0.9340
O  -0.2343  2.8871  -0.4395
C  -0.5185  5.3763  1.4411
C  0.6404  6.2391  1.9784
C  -0.6073  5.6398  -0.0641
C  -1.8362  5.8406  2.0754
C  0.3474  2.0908  5.1587
C  1.7330  1.5743  5.5677
C  -0.6970  0.9901  5.3921
C  -0.0177  3.2872  6.0416
C  1.8930  -1.1285  -0.5577
O  0.8697  -1.1984  -1.3733
C  2.9944  -2.0158  -0.5680
C  4.1147  -1.6868  0.1796
C  2.9817  -3.2521  -1.4602
C  4.0608  -4.2665  -1.0581
C  3.2096  -2.8003  -2.9072
C  1.6302  -3.9718  -1.3744
H  7.5629  0.2318  1.0360
H  6.3259  0.8166  -0.0837
H  6.7182  -0.8970  -0.0277
H  6.8784  -1.0563  3.1117
H  6.1029  -2.2577  2.0778
H  5.1843  -1.4923  3.3643
H  6.4125  1.3354  2.8914
H  4.7207  1.0186  3.2684
H  5.1487  1.9319  1.8204
H  3.0346  1.0804  1.7887
H  1.0826  0.4933  3.1005
H  -0.3136  4.4423  3.8742
H  1.5745  5.9402  1.5070
H  0.7586  6.1380  3.0540
H  0.4659  7.2916  1.7576
H  0.2802  5.2803  -0.5751
H  -0.6876  6.7141  -0.2285
H  -1.4849  5.1759  -0.5019
H  -1.8265  5.7472  3.1574
H  -2.6644  5.2486  1.6970
H  -2.0155  6.8846  1.8241
H  1.9515  0.6329  5.0732
H  1.7744  1.4100  6.6437
H  2.5013  2.2947  5.2943
H  -0.5313  0.1474  4.7276
H  -1.6937  1.3818  5.1970
H  -0.6521  0.6449  6.4243
H  0.6977  4.0985  5.9217
H  -0.0176  2.9840  7.0877
H  -1.0148  3.6482  5.7981
H  4.9826  -2.3217  0.1125
H  5.0610  -3.9150  -1.3011
H  3.8964  -5.2013  -1.5922
H  4.0076  -4.4649  0.0103
H  4.1512  -2.2612  -2.9946
H  2.4006  -2.1396  -3.2086
H  3.2336  -3.6553  -3.5812
H  1.4538  -4.3204  -0.3593
H  1.6232  -4.8283  -2.0473
H  0.8239  -3.3014  -1.6563
O  -0.6810  1.7571  -2.9987
C  -0.3276  1.5233  -4.1670
C  -0.3960  0.2701  -4.8424
C  0.1159  0.1526  -6.1394
C  0.1294  -1.0648  -6.7945
C  -0.3874  -2.2132  -6.1595
C  -0.9171  -2.1296  -4.9120
C  -0.9556  -0.8949  -4.1786
O  -1.4822  -0.8375  -3.0343
N  0.6752  -1.1702  -8.0916
O  1.0876  -0.1496  -8.6365
O  0.7265  -2.2792  -8.6171
H  0.0880  2.3641  -4.7542
H  0.5288  1.0174  -6.6375
H  -0.3443  -3.1482  -6.6973
H  -1.3107  -3.0047  -4.4150
N  -0.5904  -1.1772  2.5640
C  -0.8620  -1.3912  1.4597
C  -9.3418  -5.1156  -2.0307
C  -7.9440  -4.6985  -1.6726
O  -7.6053  -4.1501  -0.6620
S  -6.7768  -5.1333  -2.9547
C  -5.3012  -4.3457  -2.3432
C  -5.1735  -2.9652  -2.4705
C  -4.0854  -2.3276  -1.9252
C  -3.1013  -3.0689  -1.2457
C  -3.2046  -4.4703  -1.2053
C  -4.3020  -5.1014  -1.7420
C  -2.1186  -2.4080  -0.5085
C  -1.3447  -1.8219  0.2520
H  -10.0521  -4.3873  -1.6449
H  -9.5507  -6.0727  -1.5565
H  -9.4569  -5.2227  -3.1055
H  -5.9421  -2.4003  -2.9765
H  -3.9752  -1.2549  -1.9935
H  -2.4291  -5.0410  -0.7190
H  -4.4013  -6.1746  -1.6770
N  -2.8991  2.8138  -0.3562
C  -3.2668  1.6484  0.0472
O  -2.7323  0.5751  -0.3742
C  -4.3722  1.4422  1.0835
I  -3.7976  2.3836  2.9207
H  -1.1886  3.1355  -0.5690
H  -3.4252  3.5763  0.0593
H  -4.4869  0.3817  1.2979
H  -5.3222  1.8751  0.7728

Atoms 1-3, force components in eV/Å:
Sm 1.479 0.814 0.290
C -0.110 -0.056 0.176
C 0.084 -0.028 0.108